Computed, not measured: a molecular structure, C58H72BrN11OSi2 at a distorted geometry, with ωB97M-V/def2-TZVPD.

ORCA input file:
```
! wB97M-V def2-TZVPD RIJCOSX def2/J DEFGRID3
* xyz 0 1
C -0.6205 0.3320 -2.7232
C -1.3046 1.4681 -1.7552
Br -0.0620 3.0749 -1.6001
C -2.7402 2.0582 -2.3549
Si -3.6255 3.0937 -0.9415
O -3.6339 2.2699 0.6153
Si -3.2019 3.3754 1.9343
C -1.7433 2.5982 2.9970
C -0.4101 2.6944 2.0306
C 1.0035 2.9048 2.8520
C 2.2050 2.8153 1.6923
C 3.6967 3.1608 2.2778
N 4.5878 3.4197 1.0463
H 0.4270 0.7182 -3.1357
H -1.2953 0.0096 -3.6413
H -0.3638 -0.6683 -2.1325
H -1.5219 1.0933 -0.6489
H -2.5198 2.8475 -3.2229
H -3.4145 1.1864 -2.7633
H -4.9601 3.4839 -1.3994
H -2.8399 4.3500 -0.8533
H -4.3105 3.7139 2.8157
H -2.5984 4.5787 1.3116
H -1.9697 1.4616 3.2723
H -1.5446 3.2556 3.9715
H -0.5426 3.6628 1.3465
H -0.2819 1.7616 1.3286
H 1.0682 3.9187 3.4484
H 1.0910 1.9836 3.6024
H 1.8694 3.5884 0.8575
H 2.1423 1.7052 1.2823
H 4.1134 2.1874 2.8029
H 3.7294 4.0309 3.0600
H 4.2701 2.6712 0.3637
H 4.2034 4.3103 0.6168
N 0.1404 4.7948 6.0107
C -0.9296 4.4101 6.7404
C -1.5694 5.2266 7.6593
C -1.0818 6.5157 7.8460
C 0.0200 6.9403 7.1105
C 0.5900 6.0524 6.2124
H -1.2705 3.3946 6.5613
H -2.4268 4.8659 8.2161
H -1.5564 7.1841 8.5585
H 0.4243 7.9387 7.2332
H 1.4494 6.3380 5.6122
N 2.9101 -0.3245 7.7913
C 3.5105 0.8131 8.2044
C 3.0928 2.0822 7.8367
C 1.9947 2.1943 6.9905
C 1.3564 1.0408 6.5466
C 1.8455 -0.1839 6.9719
H 4.3647 0.6732 8.8605
H 3.6114 2.9618 8.2009
H 1.6391 3.1723 6.6796
H 0.4984 1.0943 5.8861
H 1.3794 -1.1130 6.6559
N -5.8984 0.5648 -3.6745
C -5.4316 0.2263 -4.8964
C -6.1405 -0.5412 -5.8066
C -7.4042 -0.9939 -5.4427
C -7.9115 -0.6635 -4.1903
C -7.1290 0.1122 -3.3501
H -4.4397 0.6006 -5.1324
H -5.7173 -0.7804 -6.7756
H -7.9891 -1.5990 -6.1293
H -8.8927 -1.0012 -3.8765
H -7.4821 0.3997 -2.3637
N 6.0469 -2.6041 6.2090
C 7.3071 -2.6014 5.7220
C 8.2219 -1.5874 5.9570
C 7.8212 -0.5069 6.7357
C 6.5289 -0.4800 7.2500
C 5.6872 -1.5427 6.9630
H 7.5711 -3.4643 5.1177
H 9.2224 -1.6387 5.5426
H 8.5101 0.3074 6.9405
H 6.1859 0.3480 7.8599
H 4.6703 -1.5698 7.3444
N -8.7961 -3.6018 -6.8748
C -8.4831 -4.1885 -8.0509
C -8.4114 -5.5604 -8.2327
C -8.6723 -6.3833 -7.1422
C -8.9956 -5.8088 -5.9173
C -9.0460 -4.4266 -5.8347
H -8.2848 -3.5042 -8.8707
H -8.1577 -5.9770 -9.2009
H -8.6245 -7.4634 -7.2460
H -9.2038 -6.4226 -5.0483
H -9.2974 -3.9305 -4.9014
N -8.3578 -6.0389 -11.5803
C -9.0668 -6.7682 -12.4696
C -8.5169 -7.3539 -13.5986
C -7.1573 -7.1793 -13.8347
C -6.4008 -6.4318 -12.9380
C -7.0399 -5.8883 -11.8352
H -10.1239 -6.8729 -12.2433
H -9.1336 -7.9316 -14.2776
H -6.6910 -7.6223 -14.7099
H -5.3392 -6.2769 -13.0939
H -6.4919 -5.3000 -11.1045
N 10.8029 -4.2677 10.0364
C 9.9677 -3.8751 9.0496
C 9.1843 -2.7338 9.1115
C 9.2569 -1.9471 10.2562
C 10.1063 -2.3262 11.2905
C 10.8532 -3.4827 11.1345
H 9.9440 -4.5237 8.1787
H 8.5330 -2.4652 8.2876
H 8.6567 -1.0458 10.3416
H 10.1852 -1.7349 12.1957
H 11.5335 -3.8187 11.9121
N 9.3586 0.3023 13.1118
C 9.7061 1.2418 12.2052
C 10.0122 2.5529 12.5328
C 9.9556 2.9273 13.8712
C 9.5990 1.9827 14.8281
C 9.3139 0.6949 14.4034
H 9.7328 0.9017 11.1740
H 10.2877 3.2649 11.7632
H 10.1875 3.9465 14.1662
H 9.5451 2.2430 15.8791
H 9.0343 -0.0791 15.1126
N -4.1672 -5.0488 -15.3044
C -4.8348 -3.8743 -15.3218
C -4.2586 -2.6555 -15.0013
C -2.9166 -2.6377 -14.6364
C -2.2027 -3.8313 -14.6072
C -2.8653 -4.9996 -14.9479
H -5.8800 -3.9408 -15.6097
H -4.8421 -1.7425 -15.0349
H -2.4307 -1.7015 -14.3772
H -1.1558 -3.8511 -14.3266
H -2.3506 -5.9563 -14.9439
N -1.2454 1.8756 -7.2132
C -0.7424 2.1567 -5.9912
C -0.4240 3.4361 -5.5645
C -0.6294 4.4935 -6.4444
C -1.1444 4.2357 -7.7107
C -1.4355 2.9228 -8.0449
H -0.5971 1.2979 -5.3423
H -0.0252 3.6039 -4.5705
H -0.3904 5.5101 -6.1459
H -1.3154 5.0377 -8.4197
H -1.8427 2.6708 -9.0201
*
```

=====

Computed, not measured: 11 unconnected molecules or ions with the total composition C58H73BrClF10NO35 at a distorted geometry, with ωB97M-V/def2-TZVPD.

ORCA input file:
```
! wB97M-V def2-TZVPD RIJCOSX def2/J DEFGRID3
* xyz 0 1
C 7.0084 -0.5718 6.9754
C 5.9923 0.7159 6.6796
C 5.9449 1.1643 5.1045
C 5.0320 0.2040 4.1394
Br 3.2784 -0.4375 4.9231
C 6.0349 -1.0360 3.7167
O 6.2802 -2.2164 4.3013
N 6.6699 -0.5532 2.4316
C 5.4895 -0.0883 1.5692
Cl 6.3276 0.7785 0.1471
C 4.8717 -1.4435 0.8828
C 3.2569 -1.6479 1.0835
O 2.7192 -2.9166 0.5676
C 1.8110 -3.5685 1.5274
C 0.4501 -2.6580 1.8663
O -0.6844 -3.4002 1.2958
C -1.9810 -2.9266 1.8033
C -2.9404 -1.9690 0.8231
C -4.4414 -1.4329 1.3180
C -5.0441 -1.8212 2.8138
C -6.5781 -1.2685 3.1884
C -6.8781 -1.6533 4.7510
C -7.5852 -2.1714 2.2046
C -6.5714 0.3262 2.8379
C -7.8152 1.2045 3.4251
C -9.3092 0.5795 3.1800
C -7.7885 2.6465 2.5764
C -7.6983 1.6292 5.0059
C -4.1156 -2.7380 3.8036
C -2.6105 -3.2634 3.2986
C 4.5939 0.7838 2.6331
C 4.6718 2.4440 2.4532
O 4.0550 2.9020 1.1830
C 3.4516 4.2495 1.3429
C 1.8840 4.3613 1.8407
O 4.2374 5.3212 1.0444
H 6.3653 -1.5580 7.0069
H 7.5182 -0.3726 8.0118
H 7.7688 -0.5879 6.0668
H 4.9535 0.4894 7.1672
H 6.4548 1.6302 7.2849
H 7.0545 1.1195 4.6977
H 5.6079 2.3078 5.0858
H 7.4046 0.1955 2.5501
H 5.4607 -2.3666 1.3320
H 5.1272 -1.3838 -0.2766
H 2.7072 -0.7273 0.5836
H 3.0432 -1.6516 2.2563
H 2.3851 -3.8887 2.5121
H 1.4783 -4.5964 1.0192
H 0.4812 -1.6005 1.3610
H 0.4201 -2.5735 3.0495
H -2.5060 -1.6932 -0.2499
H -5.0618 -0.7834 0.5394
H -6.7158 -2.8126 4.8904
H -7.9554 -1.2846 5.0679
H -6.1262 -1.1196 5.5094
H -8.2885 -1.4559 1.5682
H -8.2276 -2.8436 2.9532
H -6.9412 -2.9003 1.5278
H -6.5829 0.4436 1.6584
H -5.5637 0.7754 3.2608
H -9.4225 0.4507 1.9989
H -10.1887 1.3264 3.4866
H -9.4885 -0.4844 3.6347
H -6.7645 3.1899 2.8611
H -7.8837 2.4502 1.4206
H -8.6554 3.3419 2.9433
H -8.3505 2.6199 5.1383
H -8.2972 0.7970 5.6156
H -6.6050 1.7373 5.4093
H -4.4754 -3.0628 4.8684
H -1.9252 -3.9189 4.0211
H 3.4287 0.6335 2.6844
H 5.7430 2.8748 2.6494
H 3.9789 2.8817 3.3161
H 1.2977 3.4258 1.3979
H 1.4329 5.3754 1.4421
H 1.9044 4.3359 3.0187
O -9.5416 -2.0969 -0.1203
C -10.7347 -1.8535 -0.0480
O -11.2564 -0.7490 0.5679
C -12.6474 -0.7719 0.3176
C -12.9034 -2.2150 0.0466
F -13.9150 -2.3677 -0.8372
O -11.7106 -2.6524 -0.5639
H -12.8718 -0.1329 -0.5431
H -13.2073 -0.4053 1.1821
H -13.0984 -2.8124 0.9436
O 5.4808 5.1849 -5.2815
C 5.6889 4.9911 -4.0954
O 4.8228 5.3437 -3.0968
C 5.3675 4.8325 -1.8968
C 6.8158 4.7080 -2.2264
F 7.3743 3.6718 -1.5615
O 6.8156 4.4040 -3.6028
H 4.9006 3.8686 -1.6681
H 5.1881 5.5160 -1.0625
H 7.3961 5.6201 -2.0509
O -0.0450 -8.1609 2.7960
C 0.7974 -8.1399 1.9141
O 2.0355 -7.5738 2.0491
C 2.7438 -7.8754 0.8636
C 1.6467 -8.1170 -0.1160
F 2.0167 -9.0337 -1.0382
O 0.6173 -8.6704 0.6720
H 3.3671 -8.7607 1.0285
H 3.3882 -7.0426 0.5693
H 1.2828 -7.2122 -0.6145
O 12.9506 2.1823 -3.9208
C 12.1009 2.2142 -3.0462
O 10.7584 2.3252 -3.2846
C 10.1180 2.1928 -2.0314
C 11.1930 2.5846 -1.0761
F 11.0682 1.9146 0.0915
O 12.3736 2.1513 -1.7127
H 9.7907 1.1562 -1.8989
H 9.2448 2.8475 -1.9663
H 11.2521 3.6612 -0.8839
O 0.2550 2.6644 -2.2254
C 1.0974 2.6854 -3.1074
O 2.3355 3.2515 -2.9724
C 3.0438 2.9500 -4.1579
C 1.9467 2.7084 -5.1375
F 2.3167 1.7917 -6.0596
O 0.9173 2.1549 -4.3495
H 3.6671 2.0647 -3.9930
H 3.6882 3.7828 -4.4521
H 1.5828 3.6131 -5.6360
O 4.1679 10.8951 -8.6120
C 4.2968 9.7091 -8.3577
O 5.2792 9.1993 -7.5537
C 5.0022 7.8207 -7.4100
C 4.1847 7.5272 -8.6213
F 3.2840 6.5507 -8.3702
O 3.4847 8.7299 -8.8458
H 4.4519 7.6564 -6.4775
H 5.9258 7.2363 -7.3799
H 4.7732 7.2725 -9.5091
O 5.4105 -8.9531 1.8633
C 5.8102 -7.8136 2.0350
O 7.1309 -7.4570 2.0441
C 7.1632 -6.0471 2.1383
C 5.8423 -5.7337 2.7535
F 5.3820 -4.5373 2.3243
O 4.9963 -6.7419 2.2489
H 7.2763 -5.6190 1.1366
H 8.0002 -5.7146 2.7583
H 5.8386 -5.7639 3.8483
O 6.5685 -3.0020 -3.5899
C 6.2732 -1.9599 -4.1508
O 5.7644 -1.8885 -5.4187
C 5.4373 -0.5316 -5.6418
C 6.3203 0.1775 -4.6727
F 5.7351 1.3121 -4.2279
O 6.4170 -0.7246 -3.5939
H 4.3727 -0.3765 -5.4368
H 5.6406 -0.2444 -6.6770
H 7.3213 0.4002 -5.0573
O -17.1996 -1.5645 -0.1842
C -17.4000 -2.1431 -1.2391
O -17.3658 -1.5371 -2.4651
C -17.5159 -2.5655 -3.4231
C -18.2008 -3.6357 -2.6440
F -17.8415 -4.8609 -3.0885
O -17.6930 -3.4700 -1.3396
H -16.5286 -2.8710 -3.7854
H -18.1117 -2.2245 -4.2741
H -19.2926 -3.5503 -2.6276
O -5.4226 2.5364 -1.0425
C -4.5802 2.5574 -1.9244
O -3.3422 3.1235 -1.7895
C -2.6338 2.8220 -2.9749
C -3.7310 2.5804 -3.9545
F -3.3609 1.6637 -4.8767
O -4.7604 2.0269 -3.1665
H -2.0106 1.9367 -2.8100
H -1.9895 3.6548 -3.2692
H -4.0949 3.4851 -4.4531
*
```

As for the SMILES: CCC[C@]1(Br)C(=O)N[C@@](Cl)(CCOCCOc2ccc(C(C)(C)CC(C)(C)C)cc2)[C@@H]1COC(C)=O.O=C1OC[C@@H](F)O1.O=C1OC[C@@H](F)O1.O=C1OC[C@@H](F)O1.O=C1OC[C@@H](F)O1.O=C1OC[C@@H](F)O1.O=C1OC[C@@H](F)O1.O=C1OC[C@@H](F)O1.O=C1OC[C@@H](F)O1.O=C1OC[C@@H](F)O1.O=C1OC[C@@H](F)O1.

=====

Number 1: orbital gap 9.47 eV, LUMO energy 0.5 eV, highest occupied orbital energy -8.942 eV. Number 2: orbital gap 7.03 eV, LUMO energy -0.8 eV, highest occupied orbital energy -7.836 eV.